[1]
ORCA calculation (ωB97M-V/def2-TZVPD) on a 2-piece molecular cluster, C2H6N3O overall in a non-equilibrium geometry.

```
12
C2H6N3O, DFT ωB97M-V/def2-TZVPD
C -1.612 0.729 0.002
C 2.820 0.238 0.096
N -2.423 1.609 0.032
N -0.784 -0.233 -0.214
N -1.000 -1.627 -0.186
O 1.764 0.779 -0.092
H 3.104 -0.791 0.091
H 3.824 0.604 0.394
H -2.852 2.376 0.461
H 0.093 0.185 -0.399
H -1.647 -1.969 -0.888
H -1.286 -1.900 0.702
```

Calculated values
- DFT total energy (eV) = -8678.676
- charge = +1
- energy relative to the best compared isomer or geometry (same formula, charge and spin) (kcal per mole) = 104.72

Atom charges from the Mulliken analysis, given in e for atoms 1 to 6:
1 C 0.486
2 C -0.009
3 N -0.143
4 N 0.132
5 N -0.544
6 O -0.575

[2]
ORCA calculation (ωB97M-V/def2-TZVPD) on C22H20ClN4O5SbSe4TeW as an isolated structure in a non-equilibrium geometry.

```
59
C22H20ClN4O5SbSe4TeW, DFT ωB97M-V/def2-TZVPD
W 0.219 -0.587 0.176
C 0.598 -0.158 4.921
O -0.582 -0.885 5.274
C -1.695 -0.745 4.497
C -2.899 -0.678 5.158
C -4.129 -0.646 4.483
C -4.144 -0.655 3.110
C -2.940 -0.686 2.393
C -2.918 -0.817 0.963
N -1.880 -0.497 0.293
N -1.780 -1.024 -1.012
C -0.870 -0.294 -1.847
O 0.588 -0.746 -1.628
C -1.225 -0.377 -3.302
C -0.255 -0.449 -4.293
C -0.627 -0.441 -5.632
C -1.966 -0.359 -5.988
C -2.939 -0.338 -4.994
C -2.570 -0.345 -3.658
C -1.673 -0.744 3.061
O -0.586 -0.870 2.395
H 1.312 -0.344 5.723
H 0.405 0.914 4.860
H 1.032 -0.521 3.993
H -2.864 -0.651 6.241
H -5.055 -0.610 5.043
H -5.081 -0.627 2.562
H -3.721 -1.328 0.434
H 0.788 -0.518 -4.017
H 0.137 -0.494 -6.398
H -2.252 -0.317 -7.033
H -3.988 -0.302 -5.260
H -3.310 -0.332 -2.869
Se 3.306 4.840 1.328
Sb 1.515 3.452 2.245
Se 2.217 -0.997 1.285
Se 1.183 1.118 1.394
Se 1.600 3.898 4.637
N 2.765 2.911 -1.492
C 2.978 1.719 -2.090
C 2.919 1.572 -3.495
C 3.252 0.358 -4.047
C 3.649 -0.692 -3.221
C 3.599 -0.475 -1.853
N 3.214 0.668 -1.298
H 2.616 3.738 -2.037
H 3.018 3.063 -0.522
H 2.603 2.411 -4.103
H 3.208 0.217 -5.122
H 3.934 -1.657 -3.617
H 3.870 -1.271 -1.168
Cl 0.833 -4.672 -2.757
C -0.200 -3.572 -1.801
C 0.609 -2.883 -0.700
O 1.814 -2.963 -0.680
O -0.116 -2.492 0.388
H -0.981 -4.158 -1.323
H -0.654 -2.876 -2.496
Te -0.840 1.824 -1.253
```

Calculated values
- DFT total energy (eV) = -328900.209
- charge = -2
- energy relative to the best compared isomer or geometry (same formula, charge and spin) (kcal per mole) = 64.99

Atom charges from the Mulliken analysis, given in e for atoms 1 to 6:
1 W 1.449
2 C -0.210
3 O -0.567
4 C 0.098
5 C -0.497
6 C -0.616

Number 1: HOMO-LUMO gap 9.834 eV. Number 2: HOMO-LUMO gap 5.199 eV.